This record from OMol25 describes a 12-piece molecular cluster, C42H60F6N6O18 overall at a distorted geometry. The level of theory is ωB97M-V/def2-TZVPD.

Atoms and positions in Å:
O -3.42243 0.78012 -0.89350
C -3.43153 1.95166 -1.14815
O -2.71738 2.50030 -2.11504
C -2.63643 3.92347 -1.93674
C -3.85466 4.14872 -1.06336
F -4.92427 4.58161 -1.79837
O -4.14830 2.87950 -0.50925
H -1.68817 4.23679 -1.50604
H -2.71835 4.46427 -2.87749
H -3.69204 4.84828 -0.24028
O 4.05237 1.23001 -0.67778
C 3.93543 2.05547 0.17311
O 3.11152 1.89415 1.20793
C 2.96624 3.11330 1.93179
C 3.99553 4.02865 1.24448
F 5.03477 4.20713 2.13841
O 4.47435 3.28191 0.15551
H 1.94825 3.50137 1.82152
H 3.03229 2.99942 3.01144
H 3.61543 5.01042 0.97258
O -0.07742 2.13890 -3.84250
C -0.89128 1.53995 -4.46253
O -1.82467 2.08595 -5.25939
C -2.77959 1.09027 -5.59815
C -1.92008 -0.17557 -5.51759
F -1.30854 -0.46367 -6.69753
O -0.92194 0.20199 -4.60684
H -3.57188 1.07657 -4.85039
H -3.09222 1.28402 -6.62030
H -2.50306 -1.05072 -5.23770
O 1.01708 -4.36347 -3.50209
C -0.03376 -4.35590 -2.96358
O -0.85446 -5.39881 -2.78619
C -2.12082 -4.92122 -2.38479
C -1.78276 -3.54282 -1.80367
F -1.74988 -3.65589 -0.42686
O -0.51972 -3.26432 -2.29909
H -2.83787 -4.86759 -3.20568
H -2.57579 -5.49451 -1.58020
H -2.52282 -2.77586 -2.02704
O -5.41761 -5.01439 1.64140
C -5.14976 -3.93059 1.25878
O -6.05869 -2.92637 1.11086
C -5.44951 -1.92836 0.31183
C -3.96819 -2.11427 0.61202
F -3.64810 -1.38879 1.72002
O -3.91267 -3.49302 0.95845
H -5.72296 -1.96432 -0.74527
H -5.80488 -0.95786 0.65870
H -3.31334 -1.85341 -0.21408
O 2.05492 6.35032 3.12436
C 1.42913 6.32775 2.12348
O 1.68949 5.57095 1.04644
C 0.81610 5.99866 0.02440
C -0.33520 6.62957 0.77250
F -1.20039 5.66872 1.22860
O 0.37273 7.17092 1.88486
H 1.30131 6.77547 -0.57686
H 0.52494 5.23398 -0.69264
H -0.92035 7.35748 0.21599
C 2.92310 -3.58030 -0.08718
C 3.21681 -3.01607 -1.48840
C 4.66413 -2.75280 -1.90993
C 5.33396 -1.99490 -0.85317
N 5.86353 -1.35715 -0.06152
H 3.65833 -3.26929 0.65844
H 2.98620 -4.67250 -0.06388
H 1.90341 -3.36796 0.23161
H 2.65005 -2.09333 -1.64738
H 2.72958 -3.71983 -2.16350
H 4.69445 -2.29306 -2.89176
H 5.15798 -3.72958 -1.88448
C 2.16842 -3.11980 4.98110
C 2.25427 -2.99379 3.46064
C 2.89261 -1.72391 2.90208
C 2.21572 -0.51762 3.33187
N 1.71716 0.46246 3.66724
H 1.89398 -4.12341 5.29713
H 1.42183 -2.41403 5.34515
H 3.14268 -2.95057 5.44419
H 1.26160 -3.11973 3.01779
H 2.79840 -3.85048 3.05296
H 2.69142 -1.79279 1.82693
H 3.96882 -1.59519 3.01266
C -0.69705 -0.99068 0.21333
C 0.75261 -0.62828 -0.11516
C 0.85122 0.51503 -1.10714
C 0.26079 1.78226 -0.61703
N -0.16063 2.73085 -0.13217
H -0.77805 -2.00766 0.60491
H -1.25107 -1.08660 -0.72831
H -1.16241 -0.23799 0.84608
H 1.19267 -1.48014 -0.63549
H 1.25196 -0.41511 0.82955
H 0.36226 0.18484 -2.02427
H 1.89132 0.78941 -1.30646
C -1.60941 -1.19250 5.76437
C -1.34120 -1.75257 4.38735
C -1.81710 -3.21067 4.17158
C -1.07967 -4.26336 4.87366
N -0.48488 -5.08982 5.40211
H -0.99574 -1.62903 6.55078
H -2.67146 -1.25790 6.01452
H -1.40736 -0.11726 5.79541
H -0.26977 -1.67894 4.18155
H -1.78710 -1.19297 3.56556
H -1.60655 -3.38348 3.11120
H -2.88859 -3.33776 4.31736
C -3.01500 1.73811 2.54546
C -2.19257 2.87536 3.19459
C -0.70166 2.55309 3.20246
C 0.01178 3.56732 3.97865
N 0.49588 4.37777 4.62999
H -4.01049 2.07139 2.26393
H -3.14172 0.89498 3.23502
H -2.47126 1.28177 1.71648
H -2.58265 3.08628 4.18689
H -2.42526 3.70773 2.52870
H -0.11691 2.40339 2.29785
H -0.65119 1.63519 3.79816
C 3.47884 -1.69760 -5.80308
C 2.47826 -1.03779 -4.86607
C 2.79491 0.44580 -4.63045
C 2.53981 1.29254 -5.79809
N 2.31262 1.91598 -6.73485
H 3.40349 -1.21234 -6.77801
H 3.21831 -2.74697 -5.94554
H 4.50162 -1.65369 -5.42874
H 2.41027 -1.58874 -3.92634
H 1.47421 -1.11262 -5.29171
H 3.84778 0.55244 -4.35740
H 2.22963 0.95029 -3.84233

Results
* SMILES string: O=C1OC[C@@H](F)O1.O=C1OC[C@@H](F)O1.O=C1OC[C@@H](F)O1.O=C1OC[C@@H](F)O1.O=C1OC[C@@H](F)O1.O=C1OC[C@@H](F)O1.CCCC#N.CCCC#N.CCCC#N.CCCC#N.CCCC#N.CCCC#N
* calculated total energy: -106627.651 eV
* HOMO-LUMO gap: 10.388 eV
* HOMO level: -0.4050 Ha

Mulliken atomic charge list, values in e, 8 entries: -0.462 0.213 -0.014 0.394 0.305 -0.349 -0.377 -0.594

=====

This record from OMol25 describes a 10-piece molecular cluster, C42H61N10O2 overall at a distorted geometry. The level of theory is ωB97M-V/def2-TZVPD.

Atoms and positions in Å:
C -43.98854 10.21638 23.67153
O -45.15515 9.34767 23.68213
C -45.62786 9.10284 22.32258
C -46.62109 7.96600 22.50550
N -46.94784 7.33680 21.17295
H -47.96111 6.86107 21.20211
H -47.07521 8.18286 20.50463
C -45.90771 6.48907 20.62410
C -46.25362 5.89985 19.29186
O -44.98662 5.10467 19.09267
C -44.90589 4.25569 17.95595
H -43.16054 9.83557 23.56837
H -43.74295 10.81442 24.47600
H -44.12084 11.06423 22.82078
H -44.81115 8.90304 21.83418
H -45.99440 10.01318 21.98476
H -47.62932 8.42595 22.71167
H -46.36027 7.25704 23.21631
H -45.71449 5.69334 21.33113
H -44.80717 7.11229 20.48365
H -46.05189 6.57409 18.50113
H -46.88286 5.15343 19.28284
H -44.85145 4.87784 17.18079
H -45.60414 3.53788 17.72743
H -43.86936 3.68292 17.94055
N -49.14142 12.04990 23.45463
C -50.04069 11.04471 23.95307
C -49.46290 10.15967 24.67520
C -47.94451 10.66446 24.63992
C -47.91442 11.73131 23.84648
H -49.21243 12.73985 22.65641
H -51.03209 11.18697 23.67081
H -49.93092 9.29446 25.12615
H -46.82624 10.09077 24.92487
H -47.06118 12.27912 23.45807
N -43.30873 5.25287 22.82262
C -42.67726 5.67574 21.68494
C -42.07512 6.85305 21.93496
C -42.31149 7.05288 23.43473
C -43.10950 6.13166 24.02707
H -43.84449 4.44695 22.92995
H -42.75953 4.81564 20.84295
H -41.45391 7.36801 21.35580
H -42.10791 8.00069 24.03613
H -43.51020 5.96516 25.00823
N -49.75832 5.35692 21.52131
C -48.91459 5.01619 22.53094
C -48.94656 5.97989 23.51093
C -50.07460 6.93852 23.11209
C -50.50102 6.47535 21.85827
H -49.67957 4.79796 20.74444
H -48.51114 3.99450 22.42723
H -48.55754 6.10744 24.48532
H -50.53296 7.75628 23.77482
H -51.31126 7.07259 21.23468
N -39.56323 5.39642 17.14372
C -39.99740 4.14994 16.78065
C -41.30000 3.98140 17.31938
C -41.55433 5.35461 17.97877
C -40.55562 6.16646 17.76235
H -38.70467 5.82784 16.90320
H -39.27178 3.44097 16.28203
H -41.98907 3.22002 17.21214
H -42.33540 5.56139 18.57782
H -40.33770 7.29733 17.96419
N -50.82493 3.30361 19.63808
C -50.47036 4.23955 18.68476
C -49.15464 4.05663 18.42012
C -48.76882 3.01740 19.40126
C -49.80810 2.55175 20.09295
H -52.01611 3.12916 20.03418
H -51.13785 4.80690 18.05656
H -48.39583 4.58687 17.89670
H -47.74208 2.47485 19.47061
H -50.05508 1.78253 20.85568
N -46.09712 6.51962 14.92888
C -46.44063 7.80986 14.97783
C -47.73359 7.96679 15.44321
C -48.16192 6.51063 15.65933
C -47.10325 5.73772 15.45964
H -45.17737 6.08782 14.67280
H -45.65888 8.52694 14.78272
H -48.23821 8.81055 15.48409
H -48.92820 6.09045 16.00657
H -47.29870 4.68478 15.74362
N -48.25422 8.30191 18.45460
C -47.53002 9.38427 18.63216
C -48.05461 9.99324 19.73828
C -49.32260 9.23591 20.18016
C -49.40091 8.22856 19.25195
H -47.88305 7.61685 17.64904
H -46.78272 9.65183 17.92607
H -47.61250 10.95281 20.10555
H -49.88752 9.50151 20.95704
H -50.18212 7.52525 19.33326
N -44.29244 14.12563 24.70223
C -45.45491 14.38892 24.01843
C -45.27771 14.37466 22.65317
C -43.78815 13.95516 22.50906
C -43.29826 13.81152 23.75957
H -44.14715 14.11420 25.58528
H -46.34692 14.47191 24.59588
H -46.15665 14.56344 21.91344
H -43.22342 13.69555 21.64124
H -42.35548 13.50494 23.92671
N -43.81050 10.67031 17.82674
C -43.28844 10.33561 19.11337
C -43.11286 9.00935 19.15327
C -43.73795 8.47555 17.85835
C -44.09810 9.58836 17.01835
H -43.89119 11.56240 17.62497
H -43.10198 10.91096 19.83862
H -42.63349 8.35000 20.05635
H -43.84025 7.47865 17.31587
H -44.41846 9.60905 16.07265

Results
* calculated total energy: -63515.449 eV
* HOMO-LUMO gap: 8.558 eV
* HOMO level: -0.3766 Ha
* net charge: +1

Mulliken atomic charge list, values in e, 8 entries: -1.259 -0.562 -0.693 -0.561 2.127 -0.556 -0.279 -0.120

=====

We obtain E_LUMO values of -0.633; -1.689 eV for the records listed above, in that order.